# 1
Below is a molecular structure, C19H48Hg2N2O13, with properties calculated with wB97M-V/def2-TZVPD.

```
84
Properties=species:S:1:pos:R:3:forces:R:3
O -12.3796 3.8422 -6.9743 -0.5815 1.4117 1.0795
C -15.9360 4.4693 -4.8697 -0.2249 0.9027 0.3732
C -9.5163 6.3270 -2.0590 -0.5203 0.3678 -0.5898
O -8.4941 4.7863 -3.5447 -0.0229 -0.6930 -0.0841
H -7.7103 2.6313 -10.8409 -0.3229 -0.5731 0.3092
O -13.4827 4.6597 -9.7637 0.7315 0.7860 -0.2613
H -15.0673 3.4462 -10.1428 0.2984 -0.1692 0.2418
H -12.1885 7.9532 -3.6155 -0.0661 0.0450 0.0141
C -14.2356 5.5987 -8.9482 -0.2081 -1.2943 0.0260
C -17.0569 3.9274 -5.7368 0.9005 -0.3090 0.6179
Hg -11.3495 4.1404 -9.0758 -0.2364 -1.0394 0.2716
H -14.5258 2.2361 -7.0594 0.2428 0.0484 0.3716
H -11.8639 0.6456 -11.3176 0.1403 -0.1631 -0.0265
H -8.1612 7.7578 -2.1106 -0.0116 0.0300 0.1110
H -13.2198 5.7997 -2.9119 0.0857 0.0584 -0.0695
H -13.3662 -0.5630 -6.6444 0.1292 0.0551 -0.5821
O -10.2418 4.2735 -6.9432 0.5776 0.6318 -0.3563
O -13.8250 7.8219 -4.8193 -0.1945 -0.4835 0.4964
H -10.0635 2.1148 -11.9385 -0.2688 0.7754 0.3001
O -13.5649 3.0830 -3.2845 0.5459 0.0540 0.3257
C -8.3251 3.2175 -10.1525 1.1315 1.0963 -1.0053
H -12.7363 3.2999 -3.7238 -0.0282 0.1204 -0.3092
O -11.1713 3.7808 -5.0154 -1.1840 0.6532 0.0421
C -11.4105 1.1822 -10.4867 -0.3449 0.8139 0.6936
H -7.7704 3.3523 -9.2266 -0.2981 -0.2454 0.2155
H -14.6088 4.3503 -11.5039 0.6061 0.1924 -0.1568
C -12.4257 7.8936 -4.6780 0.0559 0.3081 -0.0689
H -11.9206 7.0103 -5.0948 -0.0751 -0.0168 -0.0094
H -12.2968 2.0014 -7.2676 0.0163 0.0396 0.2024
H -14.9570 6.1381 -9.5575 0.3776 0.4555 -0.0822
H -12.8815 1.7784 -9.2719 0.0302 0.2924 0.1969
H -16.2620 7.7138 -5.6462 0.0973 0.0461 -0.1827
Hg -8.9438 3.5465 -5.3101 -0.4178 1.0306 0.1907
H -14.0728 7.6473 -6.8588 -0.1528 0.1348 0.1480
C -15.7365 6.7683 -5.8173 -0.2089 0.5950 0.9349
H -17.9754 4.4678 -5.5041 -0.1318 -0.0961 -0.1609
C -10.0787 1.7692 -10.8965 0.6912 -1.0918 -0.7132
H -7.6630 5.1932 -3.2483 0.0756 0.1677 -0.1302
H -14.9714 4.1333 -5.2748 -0.0114 0.0089 -0.0503
H -14.1389 2.6368 -1.4350 0.2992 -0.0766 0.3127
O -16.6948 4.0212 -7.1133 -0.2127 0.4014 -0.4558
C -14.1651 3.8154 -10.6576 -1.7152 -0.4623 0.3202
H -18.3634 5.1681 -7.5601 0.0067 0.1498 -0.2524
H -12.7239 2.8462 -11.9812 0.0096 0.1736 0.0592
C -14.6293 1.1756 -6.7973 -0.7436 0.0809 -0.2868
H -16.1109 6.3768 -6.7599 -0.0538 -0.3657 0.1500
H -14.4435 4.9303 -1.3210 0.0189 0.2065 -0.1297
O -8.1898 6.8066 -1.9748 0.2731 -0.1467 0.1040
H -17.4756 4.4569 -8.9697 0.0862 0.1723 -0.0038
H -12.3700 2.7070 -1.5883 0.1003 0.0439 -0.1456
C -14.2696 7.0798 -5.9291 0.8869 0.2767 -1.2144
C -13.2950 0.5220 -6.5748 0.0932 0.1039 1.0059
H -11.2998 0.5216 -9.6292 0.1476 -0.1053 -0.0914
H -13.6398 6.1781 -6.0410 -0.2946 -0.1972 0.2495
H -13.0265 0.6963 -5.5254 0.0097 0.1419 -0.0364
H -18.4969 3.4438 -7.9385 -0.1018 0.1133 -0.1176
C -9.4117 4.8603 -2.4008 0.0334 0.7229 0.6158
H -13.4458 6.1515 -8.4577 -0.3729 0.6649 -0.0505
H -15.2010 1.1089 -5.8654 0.0398 0.0474 0.0104
O -15.3665 0.5509 -7.8524 0.4595 0.0329 -0.1687
H -8.9636 4.3430 -1.5527 -0.0289 -0.3704 -0.2228
H -12.0397 8.7935 -5.1685 0.0762 -0.1013 -0.0649
C -13.3082 2.6283 -11.0842 0.2641 0.5257 -0.1904
H -9.3296 0.9677 -10.9322 -0.1913 -0.0939 0.2504
H -10.3931 4.4916 -2.6791 0.0939 -0.2410 -0.1214
H -10.1033 6.4763 -1.1502 0.1562 -0.1444 0.1148
H -10.0630 6.8296 -2.8664 0.0515 0.0002 0.0410
C -13.3964 4.6332 -1.3834 0.1355 -0.9710 0.0661
O -12.2429 1.0465 -7.3983 -0.2191 -0.3539 -0.3758
H -16.0198 4.0851 -3.8530 -0.0216 -0.5360 -0.2073
N -12.3621 2.2512 -10.0162 -0.1311 -0.9998 -0.6793
H -14.7971 5.0344 -8.1952 0.0675 -0.0077 -0.0127
H -13.9815 1.8102 -11.3457 0.0683 -0.0990 0.0990
H -12.9927 4.6161 -0.3689 0.0641 0.4347 -0.0193
H -17.1288 2.8688 -5.4616 -0.5067 0.0020 -0.1860
O -9.6302 2.7184 -9.9360 -0.1672 0.1947 0.1023
C -17.8203 4.3057 -7.9502 0.0262 -0.6909 0.6375
N -16.0211 5.9330 -4.6318 0.4959 -0.6529 -1.0863
H -8.3383 4.1920 -10.6633 -0.3432 -0.0321 0.2485
C -13.3063 3.1882 -1.8812 -1.1715 -0.0217 -0.2234
O -12.6337 5.5042 -2.2082 0.0928 0.1549 0.1328
H -16.0771 1.1532 -8.0943 -0.1184 -0.0977 0.0530
H -15.2380 6.1355 -4.0164 -0.3833 0.2163 0.3945
C -11.3923 4.0853 -6.2330 1.4980 -3.0396 -0.9485
```
Positions in Å, forces in eV/Å.

## Properties
- total energy (eV) = -58407.851
- total charge = +2
- spin multiplicity = 1
- LUMO level (eV) = -8.966
- Kohn-Sham gap (eV) = 3.94


# 2
Below is 3 unconnected molecules or ions with the total composition C19H48N5O7, with properties calculated with wB97M-V/def2-TZVPD.

```
79
Properties=species:S:1:pos:R:3:forces:R:3
H 0.5438 1.1356 1.2763 -0.1924 -0.0405 -0.2520
H 1.5774 -1.1445 -4.1393 -0.0165 0.0260 0.0022
H -0.2413 -0.7973 -0.9284 -0.0233 0.0603 0.0035
H 2.7468 -0.1658 3.6387 -0.0429 0.1244 -0.1781
H 2.1928 -4.3385 -1.3448 -0.0406 -0.0414 -0.0459
H 2.2589 0.3804 6.5787 0.0045 -0.0165 0.1193
H -5.0590 0.8371 -3.9832 -0.0038 -0.0328 -0.0256
C -1.3745 -0.7918 2.4454 0.0068 0.1805 -0.2221
H -3.0716 -1.6682 -4.2695 0.0053 -0.0379 0.0026
C -0.5670 2.8953 -2.8731 0.1571 0.0088 0.1275
H 3.6553 -0.8758 1.1844 -0.0139 0.0425 -0.0077
C 3.1060 -4.5049 -1.9289 0.0908 0.0390 -0.0203
H 2.9146 -5.2909 -2.6632 -0.0267 -0.0306 0.0060
C -3.9865 1.5429 -2.2873 0.1371 -0.0254 -0.0132
H 0.4909 2.0372 5.9058 -0.1558 0.1272 -0.0690
H -2.1622 0.7724 -1.8646 0.0359 -0.0083 -0.0622
C 1.4324 1.9000 5.3774 -0.3919 -0.0694 0.1245
H -2.0942 -0.6490 0.4580 -0.1596 0.0909 -0.1609
C -2.3912 -0.8231 -4.1369 -0.0228 0.0508 -0.0436
H -2.4808 3.9742 -1.5640 -0.0447 -0.1110 -0.0739
C 2.0715 -1.5525 -3.2531 -0.0407 -0.0275 0.1413
H -4.9241 1.7049 -1.7489 0.0029 0.0212 0.0257
H -0.7550 0.8424 4.5788 -0.0698 -0.0456 0.0708
H -1.7335 -3.1888 1.9751 -0.0860 -0.2021 0.1052
C -4.2137 0.5122 -3.3719 -0.1552 0.0891 -0.0855
H -1.5229 -2.8903 0.2625 0.0491 -0.0388 -0.1680
C 1.5007 0.4275 -0.9139 -0.2373 0.1109 -0.0717
H -0.3594 -0.9183 2.0628 0.1844 -0.1100 0.1092
H 2.8634 -0.8513 -2.9564 0.0213 0.0339 -0.0930
O -3.6800 -0.9344 1.7421 0.1051 -0.2657 0.1683
H -3.7134 2.4848 -2.7807 -0.0795 0.0322 -0.0098
H 2.0034 -3.6130 -3.8972 -0.0537 0.0024 0.0553
C -2.5310 2.1121 -0.3898 0.0660 -0.1823 0.0773
O -1.5816 0.6135 2.7387 -0.1027 0.0115 -0.0103
H -4.4651 -0.4604 -2.9399 0.0455 -0.0115 0.0591
H -1.8228 1.6270 0.2902 -0.0601 0.0912 0.0413
H -1.6689 4.0000 -0.0095 0.0132 0.0455 -0.0221
C 0.5435 -0.5140 -1.6399 0.0289 -0.2154 0.1092
H 3.3890 -2.6841 -4.4815 0.0112 -0.0376 -0.0069
H 1.1239 2.6851 1.5440 0.1243 -0.0318 -0.1391
H 2.1331 2.5751 5.8476 0.1360 0.1608 -0.0648
N -2.9661 1.0999 -1.3433 0.0400 0.0749 -0.0206
C -2.1775 -2.7042 1.1079 0.2007 0.2491 0.1299
C -2.3484 -1.2061 1.3597 0.0627 -0.1227 0.0409
C -1.8517 3.3813 -0.8920 -0.0460 0.1293 0.0958
C 0.3869 1.7727 3.1550 0.1529 0.5276 -0.7857
O -0.5812 3.1612 -1.4772 0.1016 -0.0916 -0.0662
O 3.5635 -3.3200 -2.5531 -0.1347 -0.0221 0.1403
H 0.0509 0.0451 -2.4378 0.0690 0.0349 -0.0612
H -3.3938 2.4123 0.2156 -0.0177 0.0247 -0.0162
H 1.1453 -0.2840 5.4242 -0.1311 -0.0671 -0.1576
H 0.9343 1.3261 -0.6537 -0.0149 0.0311 -0.1563
O -3.0809 0.4092 -4.2233 0.1371 -0.0526 0.1305
H 4.7848 1.0867 4.2894 0.3946 -0.0612 -0.1303
H 2.8243 -1.9972 0.1079 0.0366 -0.0061 -0.0946
O 1.9803 -0.0977 0.3229 -0.0104 0.0632 0.0420
H 0.3964 3.2272 -3.2601 -0.0042 0.0412 0.0352
C 3.1144 -0.9535 0.2406 -0.0380 -0.0051 0.1635
H -3.1488 -3.1431 0.9175 -0.1084 -0.0683 -0.0748
H -1.8683 -0.9406 -3.1800 -0.0584 -0.0707 -0.0009
H 1.4843 -2.2998 -1.4623 0.0002 -0.0717 -0.0032
N -0.6271 1.0612 3.6031 0.1957 -0.1751 0.2493
H -0.6560 1.8261 -3.0735 -0.1880 0.0202 -0.1349
C 2.7428 -2.8580 -3.6179 0.1122 0.0635 -0.1519
H -1.3558 3.4299 -3.4052 -0.0722 0.0003 0.0512
H 3.6573 -0.6843 5.0394 0.0981 -0.0610 0.0076
N 0.4301 1.9970 1.7980 0.4368 -0.0033 1.2093
H 3.7812 -0.6547 -0.5690 -0.0214 -0.0171 -0.0591
C 1.9258 0.4631 5.5459 0.2914 0.1508 0.1639
H -3.9213 -0.0785 1.3917 -0.1607 0.3187 -0.1274
H 2.3281 0.7674 -1.5440 0.1031 -0.1746 0.0300
H -1.6551 -0.8396 -4.9389 -0.0016 0.0208 -0.0025
H 3.8923 -4.8413 -1.2557 0.0128 0.0203 -0.0095
H -1.5234 -1.3703 3.3551 -0.0499 -0.0698 0.1306
N 1.3014 2.3293 3.9762 -0.3430 -0.8131 -0.2747
N 1.0771 -1.7450 -2.2030 0.0772 0.1234 0.0228
H 2.2148 2.3477 3.5334 0.0516 0.4280 0.0108
O 3.8945 1.3189 4.5411 -0.2089 0.2401 -0.0336
C 3.0968 0.1526 4.6252 -0.1706 -0.3758 0.2054
```
Positions in Å, forces in eV/Å.

## Properties
- relative energy (zero: lowest compared OMol25 entry of this formula, charge and spin) (kcal per mole) = 0.0
- total energy (eV) = -42254.745
- total charge = +1
- spin multiplicity = 1
- LUMO level (eV) = -2.202
- Kohn-Sham gap (eV) = 8.87


# 3
Below is a molecular structure, C19H48NOP3V, with properties calculated with wB97M-V/def2-TZVPD.

```
73
Properties=species:S:1:pos:R:3:forces:R:3
H 0.8315 -2.6072 -4.8519 0.0770 -0.2111 0.0461
C -2.9148 1.0352 1.0737 -0.1108 0.1385 -0.1062
H -2.4657 -3.7174 -2.2062 0.4596 -0.1404 -0.0560
C 0.6870 1.8867 3.8661 0.0107 0.3304 0.2786
H -2.0293 -2.0943 2.2235 -0.0676 0.2405 -0.3668
H -2.6932 2.1026 1.2006 -0.0480 -0.3476 -0.1155
H -1.8549 -2.0825 -3.4500 0.2215 1.3486 0.8217
C -2.4350 -1.3273 1.5518 -0.2904 -0.2853 -0.0926
C -1.0031 2.6559 -2.4754 -0.2324 0.0762 0.1426
H -2.8873 0.7662 0.0060 0.1564 0.1116 0.3119
H -0.3817 -2.5301 0.9537 0.3184 0.0708 0.0103
H -3.9631 0.8906 1.3930 0.4480 0.0122 -0.0562
H -2.2889 1.4169 3.7127 0.0805 -0.2363 -0.1492
H -1.8095 -0.2507 4.1229 -0.0687 0.2275 -0.2019
P -0.4851 -2.3419 -2.7683 -0.2927 -1.5817 -1.1014
H 1.1646 -1.9981 0.2334 -0.0792 -0.1343 0.4955
H 1.4297 1.1423 4.1770 -0.2317 0.1878 -0.1591
H -1.4097 3.0705 2.5518 0.2105 -0.0565 -0.2328
N -0.0496 0.5762 -0.0334 -0.6707 0.1660 1.1669
H 1.2745 -3.3750 -1.1056 0.0981 -0.0851 -0.3189
H -3.5320 -1.4265 1.6210 0.3303 0.2349 0.0385
H 0.3218 -0.8103 4.3454 0.0057 -0.2009 -0.2188
H 0.2760 3.1229 -5.1336 0.0325 -0.1687 0.1848
C 3.0210 -0.2518 -1.1418 3.6734 -0.1235 -0.2763
H -0.7297 1.3308 -0.2338 0.5893 -0.6977 -0.1187
H 1.0557 2.8615 4.2273 -0.1041 -0.2647 -0.1673
H 2.7455 -0.5466 1.3736 -0.1764 0.0149 0.2629
O 4.1956 -0.4093 -1.0769 -2.4951 0.4600 0.0863
H 1.3182 -4.1323 -2.7173 0.0325 0.2609 0.0635
V 1.1889 -0.2786 -1.3696 -2.3549 -0.7432 -0.9025
H -0.6637 3.1843 0.9134 -0.0076 -0.0384 0.3656
C 1.9351 2.8088 -2.6633 -0.0182 0.3937 -0.2895
C -0.1203 -2.9905 -4.4802 0.1062 0.4971 -0.2171
H -0.7039 -2.0405 3.5658 0.2543 0.1637 0.0312
H 1.1235 1.5887 -5.4530 -0.1754 0.0480 0.1099
C 0.7848 -1.1210 2.2043 0.1161 -0.0307 0.0944
H 1.8565 3.8015 -3.1115 0.0773 0.0908 0.0103
H 2.7866 -1.7528 2.6547 -0.2086 0.1657 -0.1095
H 2.1328 3.3213 1.8785 -0.1834 -0.2623 0.1055
H -3.4424 0.1026 3.5969 0.2668 0.0335 -0.2199
H -0.9063 -2.6625 -5.1723 0.2421 -0.2704 0.1523
C 1.2722 -3.1774 -2.1827 -0.0848 0.4392 0.5545
H 0.7039 0.2042 -2.9888 -0.2334 -0.9367 -0.7037
C 2.2859 -0.8278 2.3307 0.5125 -0.0248 -0.0796
H 1.7975 2.1739 0.5753 -0.0478 0.0049 0.2998
H -0.2474 1.6882 4.4041 0.2055 0.0109 -0.1528
H 0.9778 -2.3991 3.9342 -0.1458 0.2788 -0.1925
P 0.4864 1.8162 -3.1191 0.5470 0.7370 1.2666
H 2.0359 2.9023 -1.5800 -0.1440 -0.1155 -0.1407
H -0.6508 1.6100 -5.2543 0.2334 0.0181 0.1067
C 0.2925 2.0506 -4.9077 0.0859 -0.4992 -0.1802
C 0.6516 -2.2564 1.1829 -0.1182 -0.0819 -0.2629
H -0.0924 -4.0810 -4.4105 0.0506 0.1645 -0.2229
H 2.5262 -0.0714 3.0811 -0.0980 -0.1766 -0.1498
C -2.0291 0.1065 1.9386 -0.1514 0.1391 0.5219
H -0.9845 -4.7152 -2.5099 -0.2157 0.1795 0.3002
H -0.8792 2.9671 -1.4287 0.0959 -0.0984 -0.3441
H 2.8311 2.3181 -3.0460 -0.0577 -0.0119 0.0216
C 0.2986 -1.6031 3.5869 -0.0386 -0.1604 0.2356
H -2.1800 -1.5468 0.5026 0.0314 0.0131 0.3594
H 1.1477 -3.1503 1.5949 -0.0219 0.3007 -0.2368
H -1.2433 -3.8765 -0.9436 0.1448 -0.1041 -0.1694
H 2.1360 -2.5571 -2.4568 -0.0164 -0.0576 -0.0459
P -0.1776 0.3613 1.6068 -0.4153 0.6415 -0.8513
C -1.3825 -3.8092 -2.0296 -0.1549 0.1913 0.3414
C -0.4651 3.1175 1.9955 -0.0383 0.2196 0.0795
C 1.8471 2.2800 1.6675 0.2282 0.0197 -0.2591
C 0.4946 1.9624 2.3390 0.0520 -0.1510 0.4267
H -1.2363 3.5466 -3.0749 0.1300 -0.1882 0.1063
H 2.6585 1.6397 2.0203 -0.1728 0.1907 -0.0634
H 0.0141 4.0671 2.2810 -0.0559 -0.3134 -0.0543
C -2.3858 0.3634 3.4227 -0.2622 -0.0884 0.1969
H -1.8634 1.9782 -2.5345 0.1647 0.0649 -0.0100
```
Positions in Å, forces in eV/Å.

## Properties
- total energy (eV) = -77562.564
- total charge = +1
- spin multiplicity = 3
- LUMO level (alpha / beta) (eV) = -2.119 / -3.569
- Kohn-Sham gap (alpha / beta) (eV) = 7.37 / 5.07


What is the total energy in the first record? -58407.851 eV


Among the records above, which one has the lowest total energy? C19H48NOP3V


Number 2 is which compound? C19H48N5O7